ORCA calculation (ωB97M-V/def2-TZVPD) on a structure of composition C37H12F15GeN3O2PdS.

Geometry as XYZ:
```
72
Properties=species:S:1:pos:R:3:forces:R:3
Pd -0.261840 1.783691 0.020074 -0.26 0.31 0.05
Ge -0.035631 -1.910027 0.755167 0.20 0.04 -0.11
S 0.358890 0.029769 1.537345 -0.15 -0.39 -0.39
F -2.277842 -3.200030 -1.312017 0.05 -0.10 -0.04
F 0.143597 -4.751343 -0.404333 -0.01 0.01 0.02
F 1.329016 -4.055193 -4.865379 0.00 -0.02 -0.05
F -0.297232 -4.380696 3.005215 -0.03 0.00 0.04
F 4.892324 -3.496510 1.734585 0.04 0.03 0.00
F -1.751350 -2.069091 3.247914 0.05 -0.09 0.08
F -4.702831 -4.150269 -0.776822 -0.02 -0.03 -0.06
F -5.682591 -4.087484 1.742994 -0.08 0.00 0.00
F 0.712677 -0.363462 -2.080350 0.01 -0.09 0.01
F 0.742649 -5.732820 -2.816361 0.01 0.02 0.03
F 1.628150 -5.710862 4.279881 -0.02 0.01 0.01
F 4.231833 -5.257237 3.696474 0.07 -0.08 0.00
F 1.277564 -1.377005 -4.480465 0.02 0.03 0.01
F 2.993756 -2.112833 0.474183 -0.05 0.02 -0.02
F -4.204925 -3.041538 3.753219 0.01 0.03 0.02
O 2.059160 8.651558 0.030591 0.13 -0.07 0.02
O 4.188469 8.091814 0.153198 -0.13 -0.04 -0.03
N 1.911458 2.308217 -0.544785 0.11 0.13 0.23
N 2.968683 7.764587 0.059325 -0.03 0.05 0.01
N -0.187333 4.012639 -0.404608 0.28 -0.03 0.08
C 3.702405 5.506821 -0.079634 -0.02 0.01 0.02
C 3.276005 -4.587467 3.044548 0.07 0.02 -0.01
C 0.124602 6.718686 0.091254 -0.06 -0.05 0.00
C 1.048800 4.541539 -0.287170 0.04 0.11 -0.07
C -4.212435 0.354336 0.426821 -0.05 -0.02 -0.04
C -2.686021 -3.146913 -0.038751 -0.03 -0.10 0.11
C 0.720972 -1.693612 -2.196701 0.01 0.13 0.09
C 3.606122 -3.679937 2.059708 0.01 0.05 -0.06
C 4.248737 1.851958 -0.459931 0.04 0.01 -0.04
C -2.188542 1.804252 0.440272 -0.05 -0.46 0.10
C 2.648453 6.415790 -0.032400 0.07 -0.01 0.03
C 4.532031 3.177256 -0.263383 -0.03 0.06 0.00
C -3.956817 -3.640934 0.209704 0.06 0.04 -0.11
C -2.994504 0.793710 -0.171229 0.07 0.33 -0.17
C -3.607603 -0.560389 -2.127824 -0.02 0.01 0.03
C 0.971567 -4.080120 2.687376 -0.12 0.02 -0.11
C -4.459731 -3.609764 1.489351 -0.07 -0.07 0.01
C 1.273119 5.925638 -0.084337 0.00 0.00 -0.01
C -5.097165 -0.469494 -0.244785 0.06 0.06 0.10
C -2.437805 -2.603574 2.233739 0.03 0.10 -0.08
C -1.872181 -2.656317 0.967355 -0.02 0.28 0.09
C 1.950279 -4.800058 3.348518 -0.12 -0.08 0.13
C 1.253058 -3.128569 1.726017 0.09 -0.07 -0.14
C -1.124329 6.146130 0.000391 0.04 0.10 -0.02
C 1.040232 -3.557632 -3.658471 -0.01 -0.05 -0.09
C -4.812794 -0.940087 -1.528814 0.05 -0.04 -0.07
C -1.239334 4.790726 -0.273872 -0.22 -0.01 -0.12
C 1.017758 -2.196305 -3.455290 0.00 0.16 0.00
C 2.170709 3.614895 -0.359792 0.01 -0.05 -0.13
C 0.442416 -2.509369 -1.114703 -0.08 0.01 0.09
C 3.480824 4.124073 -0.226176 -0.04 -0.01 -0.05
C 2.599246 -2.975571 1.423275 -0.03 0.07 0.11
C -3.701434 -3.080965 2.511659 0.02 0.06 0.13
C 0.463232 -3.870911 -1.372337 -0.02 0.04 0.00
C -2.727063 0.284457 -1.482725 0.00 -0.18 0.26
C 2.914109 1.452983 -0.605631 0.05 -0.03 -0.02
C 0.750484 -4.406463 -2.611336 0.04 -0.14 0.07
H 5.550790 3.525680 -0.132728 -0.01 -0.03 -0.03
H 5.034099 1.106511 -0.495895 -0.02 0.02 0.01
H 2.657083 0.412179 -0.754923 -0.04 0.01 0.10
H -4.430482 0.692945 1.434677 -0.04 0.05 -0.06
H -3.362691 -0.934699 -3.117749 0.00 0.03 0.01
H -2.200258 4.297040 -0.372368 0.01 -0.08 0.16
H -6.031816 -0.755333 0.231975 0.06 -0.03 0.03
H -5.496850 -1.608552 -2.038750 0.00 0.04 0.00
H -2.014308 6.745429 0.147915 0.00 -0.02 -0.04
H 0.246404 7.767095 0.300232 0.04 0.02 -0.03
H 4.709066 5.890955 -0.020705 -0.01 0.00 0.02
H -1.815058 0.606086 -1.971397 0.04 -0.01 -0.07
```
Forces are in eV/Å.

The total charge is -2. As for the max |F|: 0.57 eV/A. Its multiplicity is 3. For the HOMO energy (spin up / spin down), the calculation gives -0.7 / -1.2 eV. The expectation value of S² is 2.265.

The molecule's Löwdin atomic charges, reported in e, are given here:
1 Pd 0.41
2 Ge 0.63
3 S 0.23
4 F 0.10
5 F 0.09
6 F 0.11
7 F 0.10
8 F 0.11
9 F 0.08
10 F 0.11
11 F 0.11
12 F 0.07
13 F 0.10
14 F 0.10
15 F 0.11
16 F 0.11
17 F 0.08
18 F 0.11
19 O -0.10
20 O -0.10
21 N 0.02
22 N -0.40
23 N 0.03
24 C 0.01
25 C -0.15
26 C -0.01
27 C -0.14
28 C -0.10
29 C -0.22
30 C -0.22
31 C -0.14
32 C -0.07
33 C -0.14
34 C -0.13
35 C -0.03
36 C -0.16
37 C -0.42
38 C -0.14
39 C -0.21
40 C -0.14
41 C -0.05
42 C -0.14
43 C -0.25
44 C -0.11
45 C -0.15
46 C -0.13
47 C -0.06
48 C -0.14
49 C -0.15
50 C -0.15
51 C -0.14
52 C -0.16
53 C -0.11
54 C -0.16
55 C -0.23
56 C -0.14
57 C -0.24
58 C -0.10
59 C -0.16
60 C -0.14
61 H 0.11
62 H 0.10
63 H 0.08
64 H 0.09
65 H 0.09
66 H 0.08
67 H 0.09
68 H 0.08
69 H 0.09
70 H 0.09
71 H 0.10
72 H 0.08